i | C36H78N9O6 | ωB97M-V/def2-TZVPD

- HOMO (eV) = -11.41
- total charge = +1
- frontier orbital gap (eV) = 9.77
- LUMO (eV) = -1.641

Cartesian coordinates (Å):
C1 -2.470 -2.778 0.087
C2 -1.785 -1.361 0.557
C3 -0.909 -0.688 -0.599
N1 0.137 0.182 -0.216
C4 1.200 -0.598 0.424
C5 -0.344 1.259 0.779
C6 0.507 2.436 0.577
C7 1.227 2.348 -0.644
C8 0.690 0.928 -1.281
H1 -2.936 -2.514 -0.683
H2 -3.228 -3.164 0.732
H3 -1.728 -3.486 -0.145
H4 -1.071 -1.392 1.417
H5 -2.616 -0.561 1.069
H6 -1.540 -0.178 -1.238
H7 -0.545 -1.286 -1.326
H8 2.036 -0.032 0.515
H9 1.408 -1.479 -0.184
H10 1.051 -0.744 1.413
H11 -0.238 1.016 1.748
H12 -1.368 1.480 0.592
H13 1.415 2.765 1.428
H14 -0.097 3.489 0.467
H15 2.281 2.326 -0.404
H16 0.900 3.192 -1.287
H17 1.375 0.487 -1.780
H18 -0.168 1.015 -2.175
C9 -4.261 -6.303 0.577
C10 -5.024 -5.037 0.633
N2 -5.792 -4.124 0.755
H19 -4.562 -6.982 1.518
H20 -4.531 -6.848 -0.376
H21 -3.267 -6.173 0.602
C11 1.593 -4.666 -1.713
C12 1.726 -3.243 -2.228
N3 1.812 -2.169 -2.737
H22 0.580 -4.694 -1.444
H23 1.670 -5.368 -2.368
H24 2.297 -4.568 -0.930
C13 -5.661 1.626 1.186
C14 -4.551 1.608 0.094
N4 -3.609 1.671 -0.606
H25 -6.654 1.698 0.824
H26 -5.610 0.634 1.696
H27 -5.669 2.468 1.811
C15 -0.253 -2.109 -5.058
C16 -1.049 -0.929 -4.550
N5 -1.722 -0.129 -4.050
H28 -0.670 -2.418 -5.966
H29 0.722 -1.814 -5.135
H30 -0.322 -2.835 -4.336
C17 -0.220 -3.944 3.741
C18 0.422 -3.980 2.316
N6 0.870 -3.801 1.327
H31 -1.406 -3.887 3.760
H32 0.161 -5.128 4.223
H33 -0.100 -3.045 4.469
C19 -5.879 -1.228 -1.507
C20 -6.032 -1.629 -2.895
N7 -6.203 -1.967 -4.024
H34 -6.160 -2.171 -0.909
H35 -5.070 -0.685 -1.451
H36 -6.678 -0.535 -1.378
C21 -4.017 -5.349 -3.266
C22 -2.718 -5.658 -2.443
N8 -1.781 -5.809 -1.850
H37 -4.675 -4.791 -2.497
H38 -3.954 -4.517 -4.163
H39 -4.532 -6.092 -3.810
C23 -3.294 5.290 -1.741
C24 -2.096 4.631 -2.155
N9 -1.106 4.094 -2.486
H40 -3.042 6.316 -2.224
H41 -4.269 5.013 -2.177
H42 -3.217 5.520 -0.708
C25 0.541 6.381 -0.180
C26 0.981 6.629 1.338
O1 0.753 5.372 1.920
H43 -0.434 6.089 -0.544
H44 1.407 5.727 -0.646
H45 0.663 7.226 -0.738
H46 0.302 7.335 1.794
H47 1.934 6.968 1.476
H48 0.433 5.715 2.726
C27 2.466 3.292 4.595
C28 3.254 2.192 3.844
O2 2.646 0.984 4.417
H49 2.781 4.142 4.043
H50 2.846 3.500 5.685
H51 1.417 3.109 4.380
H52 4.384 2.158 4.396
H53 3.205 2.353 2.877
H54 3.459 0.485 4.701
C29 -2.108 -0.772 4.203
C30 -0.940 -0.010 4.599
O3 0.255 -0.553 3.964
H55 -2.707 -0.508 5.012
H56 -1.961 -1.873 4.160
H57 -2.298 -0.510 3.238
H58 -0.860 -0.155 5.680
H59 -1.163 1.055 4.410
H60 0.874 0.012 4.269
C31 1.598 1.973 -4.619
C32 3.020 1.996 -4.962
O4 3.764 1.398 -3.870
H61 1.022 2.411 -5.478
H62 1.448 2.428 -3.765
H63 1.433 0.851 -4.615
H64 3.179 3.030 -5.161
H65 3.418 1.455 -5.803
H66 4.626 1.515 -4.056
C33 6.084 2.625 -0.844
C34 5.507 1.298 -0.332
O5 4.860 1.565 0.943
H67 6.840 3.196 -0.111
H68 5.467 3.350 -1.117
H69 6.499 2.381 -1.862
H70 6.228 0.660 -0.040
H71 4.688 1.035 -1.072
H72 4.795 0.693 1.501
C35 4.200 -2.309 0.441
C36 4.071 -2.205 1.991
O6 4.395 -0.841 2.388
H73 5.145 -3.048 0.378
H74 4.413 -1.412 -0.218
H75 3.395 -2.798 0.062
H76 4.858 -2.829 2.500
H77 3.063 -2.497 2.539
H78 4.473 -0.870 3.371

These are the Mulliken partial charges, in e, on atoms 1 to 99: atom 1 (C): -2.66, atom 2 (C): 1.54, atom 3 (C): -2.68, atom 4 (N): 1.07, atom 5 (C): -1.71, atom 6 (C): 0.29, atom 7 (C): 0.37, atom 8 (C): -0.99, atom 9 (C): -1.55, atom 10 (H): 1.16, atom 11 (H): 0.42, atom 12 (H): 0.39, atom 13 (H): -0.60, atom 14 (H): -0.19, atom 15 (H): 1.05, atom 16 (H): 1.26, atom 17 (H): 1.49, atom 18 (H): -0.27, atom 19 (H): 0.60, atom 20 (H): -0.55, atom 21 (H): 0.79, atom 22 (H): -0.56, atom 23 (H): 0.10, atom 24 (H): 0.19, atom 25 (H): 0.42, atom 26 (H): 1.17, atom 27 (H): 0.06, atom 28 (C): -0.93, atom 29 (C): 0.63, atom 30 (N): -0.53, atom 31 (H): 0.30, atom 32 (H): 0.28, atom 33 (H): 0.31, atom 34 (C): -1.03, atom 35 (C): 0.63, atom 36 (N): -0.46, atom 37 (H): 0.12, atom 38 (H): 0.52, atom 39 (H): 0.31, atom 40 (C): -1.13, atom 41 (C): 0.48, atom 42 (N): -0.40, atom 43 (H): 0.38, atom 44 (H): 0.27, atom 45 (H): 0.40, atom 46 (C): -1.04, atom 47 (C): 0.59, atom 48 (N): -0.48, atom 49 (H): 0.41, atom 50 (H): 0.40, atom 51 (H): 0.16, atom 52 (C): -0.90, atom 53 (C): 0.27, atom 54 (N): -0.14, atom 55 (H): 0.31, atom 56 (H): 0.34, atom 57 (H): 0.20, atom 58 (C): -0.11, atom 59 (C): 0.23, atom 60 (N): -0.52, atom 61 (H): 0.16, atom 62 (H): -0.12, atom 63 (H): 0.37, atom 64 (C): -0.69, atom 65 (C): 0.33, atom 66 (N): -0.40, atom 67 (H): 0.08, atom 68 (H): 0.26, atom 69 (H): 0.42, atom 70 (C): -1.02, atom 71 (C): 0.50, atom 72 (N): -0.43, atom 73 (H): 0.36, atom 74 (H): 0.31, atom 75 (H): 0.32, atom 76 (C): -0.83, atom 77 (C): -0.47, atom 78 (O): -0.31, atom 79 (H): -0.01, atom 80 (H): 0.12, atom 81 (H): 0.57, atom 82 (H): 0.40, atom 83 (H): 0.33, atom 84 (H): 0.23, atom 85 (C): -1.12, atom 86 (C): -0.05, atom 87 (O): -0.52, atom 88 (H): 0.40, atom 89 (H): 0.29, atom 90 (H): 0.23, atom 91 (H): 0.43, atom 92 (H): 0.08, atom 93 (H): 0.23, atom 94 (C): -0.74, atom 95 (C): -0.30, atom 96 (O): -0.32, atom 97 (H): 0.55, atom 98 (H): -0.06, atom 99 (H): -0.09


ii | C36H78N9O6 | ωB97M-V/def2-TZVPD

- HOMO (eV) = -11.80
- total charge = +1
- frontier orbital gap (eV) = 9.64
- LUMO (eV) = -2.164

Cartesian coordinates (Å):
C1 1.134 -2.167 0.548
C2 0.572 -1.038 -0.361
C3 -0.793 -0.764 -0.033
N1 -1.165 0.611 -0.667
C4 -0.907 0.620 -2.114
C5 -0.584 1.818 -0.029
C6 -1.569 2.998 -0.047
C7 -2.947 2.428 -0.497
C8 -2.756 0.911 -0.428
H1 0.983 -1.940 1.710
H2 2.290 -2.287 0.335
H3 0.778 -3.088 0.281
H4 0.801 -1.274 -1.337
H5 1.357 -0.092 -0.192
H6 -0.921 -0.911 1.067
H7 -1.432 -1.459 -0.581
H8 -1.161 1.517 -2.348
H9 -1.641 -0.130 -2.655
H10 0.213 0.851 -2.371
H11 0.516 1.915 -0.486
H12 -0.340 1.478 1.050
H13 -1.235 3.810 -0.683
H14 -1.390 3.433 0.899
H15 -3.394 2.757 -1.522
H16 -3.490 2.788 0.021
H17 -3.523 0.649 -1.150
H18 -2.891 0.356 0.437
C9 -2.205 -7.054 -0.576
C10 -1.306 -5.959 -1.109
N2 -0.561 -5.027 -1.415
H19 -2.874 -6.543 0.078
H20 -2.505 -7.182 -1.666
H21 -1.637 -7.882 -0.190
C11 -5.385 5.707 -0.665
C12 -6.380 5.000 0.200
N3 -7.204 4.590 0.933
H22 -5.072 4.960 -1.483
H23 -5.872 6.588 -1.099
H24 -4.417 6.069 -0.364
C13 2.234 -4.270 5.266
C14 2.769 -3.330 4.346
N4 3.101 -2.494 3.574
H25 2.713 -4.095 6.391
H26 1.152 -4.226 5.496
H27 2.737 -5.039 4.859
C15 3.604 -3.823 -2.601
C16 5.080 -3.919 -2.907
N5 6.205 -3.979 -3.208
H28 2.982 -4.017 -3.471
H29 3.246 -4.693 -2.003
H30 3.381 -2.891 -1.982
C17 5.037 -0.913 1.174
C18 4.670 -0.777 -0.256
N6 4.457 -0.728 -1.389
H31 5.823 -0.372 1.490
H32 4.159 -0.612 1.853
H33 5.148 -1.819 1.669
C19 -2.530 -2.134 5.141
C20 -1.195 -2.128 4.416
N7 -0.175 -2.270 3.950
H34 -2.630 -2.864 5.763
H35 -2.639 -1.253 5.632
H36 -3.291 -2.109 4.535
C21 3.086 3.029 -1.580
C22 2.773 1.941 -2.641
N8 2.443 1.134 -3.468
H37 3.826 3.728 -2.130
H38 2.187 3.170 -0.996
H39 3.818 2.468 -0.830
C23 1.965 -0.560 -5.920
C24 0.499 -0.709 -5.430
N9 -0.607 -0.640 -4.992
H40 2.751 -1.023 -5.319
H41 1.885 -1.110 -6.900
H42 2.037 0.457 -6.095
C25 -1.179 2.697 -5.703
C26 -0.455 3.475 -4.595
O1 -1.386 4.198 -3.800
H43 -0.532 2.175 -6.110
H44 -1.793 3.259 -6.484
H45 -1.889 2.167 -5.038
H46 0.176 4.229 -4.976
H47 0.119 2.761 -3.999
H48 -0.969 5.042 -3.677
C27 3.556 -5.560 1.397
C28 4.510 -6.202 0.384
O2 5.353 -7.201 1.079
H49 3.042 -4.629 0.988
H50 4.229 -5.225 2.244
H51 2.847 -6.191 1.929
H52 5.110 -5.680 -0.209
H53 3.697 -6.465 -0.322
H54 6.075 -6.629 1.577
C29 1.179 0.923 3.861
C30 1.477 2.321 3.284
O3 1.884 2.187 2.049
H55 0.385 0.532 3.068
H56 0.477 1.013 4.857
H57 2.053 0.200 3.952
H58 2.132 2.719 4.032
H59 0.585 2.911 3.359
H60 2.503 2.890 1.803
C31 -3.059 -3.876 1.921
C32 -3.906 -3.072 1.068
O4 -4.070 -1.806 1.638
H61 -3.669 -4.156 2.856
H62 -2.232 -3.404 2.279
H63 -2.804 -4.731 1.393
H64 -4.995 -3.458 0.834
H65 -3.449 -2.862 0.034
H66 -4.871 -1.265 1.478
C33 -0.278 7.211 -4.008
C34 0.067 7.163 -2.557
O5 0.015 5.841 -2.074
H67 -1.267 7.071 -4.058
H68 0.248 6.428 -4.445
H69 0.014 8.153 -4.466
H70 -0.519 7.797 -2.076
H71 1.217 7.609 -2.502
H72 0.328 5.699 -1.138
C35 -2.491 1.841 4.886
C36 -2.439 2.116 3.280
O6 -3.762 2.541 2.810
H73 -2.620 2.891 5.281
H74 -1.244 1.657 5.117
H75 -3.338 1.126 5.301
H76 -1.946 1.165 2.693
H77 -1.919 2.988 3.189
H78 -3.982 3.227 3.390

These are the Mulliken partial charges, in e, on atoms 1 to 99: atom 1 (C): -0.69, atom 2 (C): 0.21, atom 3 (C): -0.22, atom 4 (N): 0.96, atom 5 (C): -1.92, atom 6 (C): 2.28, atom 7 (C): -0.28, atom 8 (C): -2.76, atom 9 (C): -0.34, atom 10 (H): -0.06, atom 11 (H): -0.22, atom 12 (H): 0.49, atom 13 (H): 0.53, atom 14 (H): -0.32, atom 15 (H): -0.01, atom 16 (H): 0.26, atom 17 (H): 1.24, atom 18 (H): 0.13, atom 19 (H): 0.04, atom 20 (H): -1.04, atom 21 (H): -1.31, atom 22 (H): 0.02, atom 23 (H): 0.61, atom 24 (H): 0.15, atom 25 (H): 2.12, atom 26 (H): 0.44, atom 27 (H): 0.32, atom 28 (C): -0.56, atom 29 (C): 0.36, atom 30 (N): -0.53, atom 31 (H): 0.24, atom 32 (H): 0.27, atom 33 (H): 0.28, atom 34 (C): -0.71, atom 35 (C): 0.38, atom 36 (N): -0.42, atom 37 (H): 0.16, atom 38 (H): 0.33, atom 39 (H): 0.29, atom 40 (C): -0.89, atom 41 (C): 0.39, atom 42 (N): -0.35, atom 43 (H): 0.28, atom 44 (H): 0.25, atom 45 (H): 0.35, atom 46 (C): -0.04, atom 47 (C): 0.22, atom 48 (N): -0.44, atom 49 (H): 0.37, atom 50 (H): 0.06, atom 51 (H): -0.19, atom 52 (C): -1.04, atom 53 (C): 0.53, atom 54 (N): -0.41, atom 55 (H): 0.53, atom 56 (H): 0.09, atom 57 (H): 0.35, atom 58 (C): -1.76, atom 59 (C): 0.56, atom 60 (N): -0.17, atom 61 (H): 0.57, atom 62 (H): 0.43, atom 63 (H): 0.42, atom 64 (C): -0.57, atom 65 (C): 0.37, atom 66 (N): -0.37, atom 67 (H): 0.42, atom 68 (H): -0.02, atom 69 (H): 0.21, atom 70 (C): -0.85, atom 71 (C): 0.50, atom 72 (N): -0.54, atom 73 (H): 0.27, atom 74 (H): 0.34, atom 75 (H): 0.32, atom 76 (C): -1.44, atom 77 (C): 0.40, atom 78 (O): -0.50, atom 79 (H): 0.44, atom 80 (H): 0.26, atom 81 (H): 0.27, atom 82 (H): 0.66, atom 83 (H): -0.17, atom 84 (H): -0.04, atom 85 (C): -0.20, atom 86 (C): -0.68, atom 87 (O): -0.55, atom 88 (H): -0.10, atom 89 (H): 0.16, atom 90 (H): 0.31, atom 91 (H): 0.43, atom 92 (H): 0.28, atom 93 (H): 0.33, atom 94 (C): -0.41, atom 95 (C): -0.51, atom 96 (O): -0.24, atom 97 (H): -0.16, atom 98 (H): 0.16, atom 99 (H): 0.37


Most stable: i. Least stable: ii.